ORCA calculation (wB97M-V/def2-TZVPD) on a molecular structure, C31H48F7I2N4O15P.

Structure (XYZ):
```
108
Properties=species:S:1:pos:R:3:forces:R:3
H -0.12664 -0.42850 4.70461 -0.10 -0.05 -0.04
C -2.51896 6.83438 2.33468 -0.22 0.12 0.03
C 2.56475 0.29976 0.17924 -1.22 -0.17 -1.57
H -0.46301 7.23139 2.76070 -0.09 0.06 0.28
I -1.75880 -5.58965 -3.81798 -0.64 1.06 -0.16
O -3.68844 4.28770 0.75422 -0.78 -2.60 -9.13
H -3.53954 7.25012 4.81347 -0.05 -0.10 -0.04
O -5.39772 -3.50725 -1.30726 2.56 -0.95 -0.60
C -2.58238 7.08041 5.31562 0.16 0.01 -0.01
H -3.77655 -1.72406 -5.12181 2.15 -0.75 0.88
O -4.90289 2.75260 -0.63946 1.23 4.30 -1.18
H -5.27194 -3.54730 -4.12027 1.14 -0.50 -0.21
O -1.53259 1.78849 -1.19375 3.64 2.03 -7.81
H -4.22529 -4.07796 -5.40000 -0.28 0.00 1.18
H 0.30691 1.91157 -5.06784 0.83 -1.47 1.48
H -3.04225 -6.21842 -0.86197 -1.60 0.74 -0.77
H -3.49951 0.53766 -5.88230 2.20 0.25 1.34
C 8.68626 -3.39372 5.53629 0.11 0.09 -0.27
C 1.59286 -0.04810 -5.02246 -0.50 -1.08 -0.28
C -2.43014 0.72958 -5.38329 -2.73 0.96 0.37
C -0.36276 -0.92845 3.76090 0.03 0.17 0.15
O 0.59996 -2.00782 -7.98781 -2.24 -7.13 7.10
N -0.22054 -2.66018 -5.66526 -1.32 -1.50 -2.73
C -3.26263 -3.97112 -3.48496 -2.85 0.07 -0.17
N -1.33275 1.77242 -7.15136 4.44 -0.69 -2.36
H -5.12599 -2.72272 -0.71135 -0.06 -1.86 -1.23
N 2.79500 -1.15409 0.40651 -3.69 1.58 -3.98
F -3.79273 5.84625 -2.02733 1.54 -4.36 0.49
C -2.71933 -1.86031 -4.62951 0.86 1.18 0.20
C 1.05551 -1.49124 -1.63224 0.55 1.45 0.86
C 2.01581 -2.10336 5.13776 0.05 -0.08 -0.14
H 0.47860 -2.28460 -2.30259 1.27 1.93 1.64
C 5.88614 -4.79836 3.65440 0.11 -0.19 0.11
F -1.13744 3.85307 -4.25684 0.79 -1.05 4.24
C -0.91652 1.99108 -2.39303 -3.72 -1.68 6.31
H 8.96240 -2.33835 5.43103 -0.06 -0.15 0.08
F 0.42658 -4.37849 -7.59438 -0.51 4.14 2.49
H -2.77740 7.87377 2.10224 0.11 -0.11 0.03
O -1.50740 7.50266 4.48006 0.04 0.06 0.06
C -0.80337 3.55518 -2.85383 2.27 1.28 -0.58
C 0.79390 1.18537 -4.29311 0.96 0.10 0.36
H -0.53444 -2.93823 4.56199 -0.05 0.06 0.09
H 6.62902 -5.45061 4.12237 -0.01 0.03 -0.11
C -3.23144 4.45238 -1.86550 -2.39 1.54 -0.34
H 6.96535 -4.57564 6.12549 0.07 -0.04 -0.05
H 5.49905 -2.73078 3.27853 0.11 0.05 0.27
H -1.03917 5.74268 3.48534 -0.09 -0.05 -0.03
H -0.25934 -2.85062 2.83322 0.25 -0.02 0.13
H -2.30270 6.30866 1.40185 -0.01 0.05 0.13
C -1.32286 6.77738 3.26583 -0.02 0.10 0.04
H 1.51808 -3.78238 6.40459 0.06 0.16 0.00
H -3.40448 6.37366 2.78143 0.10 -0.07 -0.11
O -2.79110 -3.70751 -0.72627 -4.03 -2.32 -3.49
H 0.06610 -3.44870 -5.04554 -0.54 0.79 -0.25
H -1.43760 -0.81803 3.58598 0.13 -0.04 -0.02
H 2.14042 -3.25137 -0.32446 -0.19 2.84 -0.28
C -3.90094 3.85900 -0.49189 -0.91 0.30 7.13
C -2.30900 -0.30258 -4.14233 0.14 -1.78 -1.50
C 7.24552 -3.52539 5.99222 -0.11 0.10 -0.05
C 1.63272 1.08686 -0.90440 -0.19 -4.80 -0.21
H 4.92706 -4.99495 4.14068 0.03 0.06 -0.08
H 2.74380 0.15436 -5.14234 -2.41 -0.10 0.21
H 3.08031 -2.35826 5.08779 -0.18 -0.02 -0.20
O -1.46007 0.60759 -6.47062 -1.05 -0.84 2.56
C 0.02136 -2.39725 3.79030 0.14 0.04 -0.10
H 3.16535 1.02221 0.91939 -1.43 -1.98 -1.79
C 0.29125 -2.96231 -7.08815 1.22 4.41 -6.14
H 1.50537 -1.05907 -4.39575 0.16 2.39 -1.19
H 0.17904 -0.40396 2.96951 -0.06 -0.09 -0.01
H -2.57282 7.73852 6.19148 0.16 0.04 -0.25
H -3.27596 5.38988 6.46683 0.10 0.06 -0.06
C 0.78043 0.08914 -1.93384 2.89 -1.44 4.24
H -2.48310 4.93721 4.95417 -0.08 0.04 0.08
H 1.96168 -1.00960 5.14329 -0.07 0.01 0.07
H 1.96226 -2.30167 7.28532 0.00 -0.03 -0.07
O -3.93273 -6.05603 -1.31642 0.23 3.01 -0.77
H 9.35975 -3.86334 6.25685 -0.06 0.04 -0.02
F 0.65072 3.93410 -2.68458 -4.14 -1.12 -0.57
N -4.45739 -4.14357 -4.38443 1.62 0.49 0.17
C -2.45473 5.64327 5.78901 0.02 -0.21 -0.13
H 8.85054 -3.86886 4.56509 0.02 -0.04 0.12
H 1.11017 -0.30452 -6.07919 1.15 0.76 2.28
I -4.08900 0.18755 -2.86769 0.80 -0.03 -0.42
C -0.27035 0.67771 -3.10644 3.98 0.77 0.57
O -2.68335 -2.64093 -3.39580 -0.62 -0.94 -1.83
H 1.53351 2.27005 -0.94609 0.37 -2.89 0.24
F -1.31136 5.97747 -2.42981 -0.84 -4.32 1.85
F -0.99308 4.63943 -0.48446 -2.34 -0.33 -4.59
O 6.31130 -2.87460 5.13306 -0.01 0.05 0.10
H -5.65008 3.20846 -1.16571 1.47 -1.19 0.86
C 2.03185 -2.08398 -0.47258 -0.70 4.71 -1.02
O -0.29719 1.64734 -7.80396 -3.58 1.31 1.48
O -1.08662 -0.44293 -3.42808 -1.34 1.53 -0.67
C 6.26205 -3.33289 3.78414 -0.13 0.01 0.04
F -3.77867 3.66563 -2.99344 2.20 2.38 3.10
H 5.81201 -5.08190 2.59980 -0.02 0.07 0.12
C -1.60587 4.61660 -1.84157 2.00 2.36 -0.35
H 0.37486 -2.44679 6.52343 0.09 0.05 0.05
P -3.92026 -4.34624 -1.68487 4.50 2.26 6.00
O -2.28949 -2.85894 -6.93448 3.23 2.58 7.29
H 7.20827 -3.11881 3.27825 0.06 -0.09 -0.01
H -2.52509 1.82414 -4.92476 0.67 -2.20 -1.20
C 1.43520 -2.68956 6.41063 -0.26 -0.14 0.04
O 1.42101 -2.61707 3.94749 0.02 -0.07 0.00
H 1.62684 1.80356 -3.70156 -2.08 -1.20 -1.21
H -1.50664 5.49226 6.31176 -0.08 0.06 0.01
C -1.71864 -2.48372 -5.75553 -2.15 -2.32 -6.30
H 7.14413 -3.05295 6.97565 -0.18 0.04 -0.24
```
Forces are in eV/Å.

Values from the calculation:
Frontier orbital gap ... 6.92 eV
Energy above the lowest of the compared OMol25 structures with the same formula, charge and spin ... 401.52 kcal per mole



ORCA calculation (wB97M-V/def2-TZVPD) on a molecular structure, C31H48N4OS2Si2TeZn.

Structure (XYZ):
```
90
Properties=species:S:1:pos:R:3:forces:R:3
C -0.64966 -4.02793 0.33678 0.02 -0.01 -0.05
H 2.12483 -2.52891 0.31590 0.00 -0.01 -0.03
H -4.95138 -1.99942 1.72259 0.01 0.04 0.03
C 2.19196 -3.23164 -0.52038 -0.04 0.02 0.04
H -3.48234 -1.38869 0.93141 -0.01 -0.01 -0.04
C -0.23025 -2.34439 -2.17766 0.09 -0.13 0.11
H -0.39236 -5.54816 -2.59256 0.00 0.01 0.00
H -5.13135 1.34850 -1.83897 -0.03 -0.01 0.03
C -3.80470 4.15647 -2.04950 -0.02 0.01 0.00
C -0.20122 0.41094 4.06503 0.07 0.00 0.03
C -3.94298 -1.76646 4.31722 0.01 -0.03 0.04
C -2.99388 4.32290 -0.93492 0.03 -0.03 0.00
C 7.26319 -0.54500 -0.17575 0.00 0.00 0.01
H -3.44845 4.54496 0.02404 -0.01 0.00 0.01
C 8.36819 -1.38430 -0.79347 -0.01 -0.01 0.00
C 0.59285 -5.25516 -2.22462 -0.01 0.04 0.03
H -4.08401 -1.00215 6.27858 0.00 0.01 0.00
H -4.18326 -2.13810 -3.19291 -0.02 -0.04 0.02
H 7.68476 0.32072 0.33795 0.00 0.00 0.00
H -1.17182 -2.67964 -2.60656 -0.06 0.03 -0.03
H -1.16388 5.29784 0.77515 0.01 0.03 -0.01
C 7.08602 0.59962 -2.40406 0.00 0.01 0.01
O 9.05059 -0.64712 -1.78490 0.01 0.00 0.00
H -1.94689 0.25723 6.15496 0.00 0.01 -0.01
C -3.50260 -1.03525 5.36637 0.01 -0.02 0.01
H 7.94801 -2.30258 -1.22258 0.00 0.00 0.00
H -3.04569 -2.71824 -1.98176 0.02 -0.03 0.03
H -2.29289 2.26461 1.51549 0.00 0.01 0.00
C -4.61295 0.81966 -1.02886 0.16 0.02 0.04
C -1.64697 3.04201 1.94417 0.06 -0.01 0.01
C -3.23637 3.94397 -3.29887 0.00 0.01 0.00
H -4.87959 4.23923 -1.94867 0.00 -0.01 0.00
H 2.78396 -2.77163 -1.31434 0.00 -0.01 -0.03
C -1.49921 -0.36806 4.13080 -0.02 0.10 -0.12
H -1.78082 1.51086 -2.22513 0.00 0.08 0.01
H 8.81349 0.18403 -3.61212 0.00 0.01 0.00
H 1.00499 -6.10741 -1.68015 0.00 0.01 0.00
C 0.46098 2.45324 0.93047 -0.04 0.02 0.01
H 2.74575 -4.10226 -0.16213 0.00 0.01 0.02
N -0.20735 1.42457 3.00426 -0.10 -0.09 -0.04
H -5.34190 0.27049 -0.43708 0.00 -0.03 0.01
C -1.60611 4.27018 -1.05063 0.00 -0.07 0.05
H -4.87294 -2.31745 4.39318 0.00 0.01 -0.02
C -2.28389 -0.31559 5.30080 -0.01 0.02 0.02
H 0.63826 -0.25786 3.90629 0.02 0.01 0.02
H 9.09767 -1.65382 -0.03263 0.00 0.00 0.01
H 1.23377 -5.07549 -3.08989 0.00 0.01 0.01
H -1.40322 3.77528 -4.40206 0.00 0.00 0.01
H -0.50683 3.36460 3.73721 -0.01 0.01 0.02
S 1.62644 0.02220 1.70644 -0.01 -0.06 -0.04
H 0.25441 4.86215 -0.15974 0.02 -0.01 0.02
Si 0.50007 -3.76187 -1.11549 0.00 -0.03 -0.03
H 6.36556 0.78573 -3.19834 0.00 0.00 -0.01
H -2.98579 -2.91518 2.81500 0.03 0.01 0.01
C -1.07369 2.56355 3.25279 -0.01 0.03 0.03
H -2.24420 3.93782 2.09877 0.01 0.02 0.00
C -1.90387 -1.10148 3.05638 0.00 0.04 0.06
N 3.95331 -0.10111 -1.07753 -0.09 0.01 -0.17
H -1.27420 -1.14172 2.17203 -0.01 0.02 -0.02
H -1.54798 0.29905 -3.50073 0.15 -0.19 0.07
Zn 2.23534 0.55098 -0.41116 0.38 0.18 0.38
H -0.70667 -3.15092 0.98754 0.02 0.00 0.00
H 7.78230 -1.23126 -3.30890 0.00 0.00 0.00
Te -0.58609 -0.59354 -1.02819 -0.37 0.08 -0.08
H 0.43371 -2.07113 -2.99818 0.01 0.05 0.02
C -3.19628 -1.85369 3.02374 0.00 -0.02 0.00
C -0.72395 4.51345 0.15771 0.04 0.01 0.01
C -1.04495 4.06099 -2.30825 0.03 0.02 -0.02
H -1.66358 -4.28031 0.01507 0.01 0.00 -0.01
S 1.63874 2.70994 -0.33403 -0.19 -0.02 -0.12
C -1.84832 0.44976 -2.46694 -0.17 0.18 -0.33
N 6.39355 -0.05355 -1.26959 0.01 0.00 -0.03
C -3.86724 -2.02756 -2.14967 -0.09 0.15 -0.22
H 0.03234 4.04935 -2.41403 -0.01 0.00 0.00
H -0.28863 -4.85837 0.94785 -0.01 0.00 0.00
C -1.85421 3.90317 -3.42607 0.01 0.00 0.00
C 5.11064 -0.05484 -1.16461 0.01 -0.05 0.02
N -0.55099 3.35331 1.04027 -0.07 -0.02 -0.01
Si -3.39550 -0.27254 -1.85231 0.21 -0.24 0.30
H 7.49517 1.54865 -2.05331 0.00 0.00 0.00
H -0.03169 0.93477 5.00795 0.00 -0.01 0.02
C 0.55347 1.38717 1.89104 -0.02 -0.09 -0.02
H 6.66035 -1.12335 0.52194 0.00 -0.01 0.00
C -4.07352 -1.36322 1.85331 0.02 -0.05 -0.05
H -4.12766 1.58696 -0.42427 0.00 0.01 0.00
C 8.20364 -0.32033 -2.86550 -0.01 0.00 0.00
H -4.40311 -0.33871 2.03400 0.00 0.02 -0.02
H -3.86593 3.85514 -4.17508 0.00 -0.01 0.01
H -1.87067 2.24540 3.92471 -0.01 -0.01 -0.01
H -4.70181 -2.31406 -1.51009 -0.01 0.06 0.01
```
Forces are in eV/Å.

Values from the calculation:
Net charge ... +2
Frontier orbital gap (alpha / beta) ... 5.15 / 5.62 eV
Energy above the lowest of the compared OMol25 structures with the same formula, charge and spin ... 77.89 kcal per mole



The records above yield M values of 1134.51, 806.05 g mol⁻¹, respectively.
The records above yield strongest force on any atom values of 0.201, 0.011 Eh/bohr, respectively.
The records above yield DFT total energy values of -114087.813, -134057.729 eV, respectively.